# C3H9NO2

A cluster of 2 separate species, C3H9NO2 in total at a distorted geometry (ωB97M-V with the def2-TZVPD basis set, the OMol25 dataset).

## Properties
Spin multiplicity ... 2
HOMO (spin up / spin down) ... 0.79 / -6.14 eV
Net charge ... -1
Orbital gap (spin up / spin down) ... 0.1097 / 0.3603 Ha

Element x y z (Å)
1 O -1.516 2.605 -0.652
2 O 2.045 -1.778 0.906
3 N -0.626 0.624 -1.223
4 C -0.923 1.585 -0.334
5 C -0.208 -0.750 -1.006
6 C -0.558 1.318 1.120
7 H 0.423 0.845 1.205
8 H -0.285 -1.407 -1.875
9 H 1.390 -2.364 1.345
10 H -0.643 0.920 -2.180
11 H 2.673 -2.381 0.462
12 H -0.743 -1.249 -0.198
13 H 0.844 -0.819 -0.732
14 H -0.614 2.267 1.639
15 H -1.259 0.584 1.524

Atom charges from the natural (NBO) analysis, given in e for atoms 1 to 4: O -0.669; O -1.377; N -0.619; C 0.681

# C3H8N2S

A cluster of 2 separate species, C3H8N2S in total at a distorted geometry (ωB97M-V with the def2-TZVPD basis set, the OMol25 dataset).

## Properties
HOMO ... -7.28 eV
Net charge ... 0
Orbital gap ... 0.2937 Ha

Element x y z (Å)
1 S -0.747 -0.080 0.746
2 N -1.170 3.080 0.276
3 N -1.675 2.659 -0.618
4 C -1.161 -1.834 0.074
5 C 0.811 0.670 0.695
6 C 1.851 0.276 -0.373
7 H 2.309 -0.650 -0.218
8 H 1.221 0.080 -1.331
9 H 2.563 1.039 -0.598
10 H -0.502 -2.649 0.176
11 H -1.172 0.425 -0.412
12 H -1.975 -2.086 0.719
13 H 1.153 0.671 1.761
14 H -1.506 -1.601 -0.899

Atom charges from the natural (NBO) analysis, given in e for atoms 1 to 4: S 0.580; N 0.035; N -0.046; C -0.777

# C22H30N5O5S4SeTl

A structure of composition C22H30N5O5S4SeTl (ωB97M-V with the def2-TZVPD basis set, the OMol25 dataset).

## Properties
HOMO ... -8.37 eV
Net charge ... 0
Orbital gap ... 0.3081 Ha

Element x y z (Å)
1 Tl -0.475 -0.500 -0.087
2 Se -0.205 -3.501 -0.300
3 S -3.526 -0.707 -0.857
4 S -1.992 2.058 0.510
5 S 1.762 3.817 -0.043
6 S -0.918 0.855 -2.568
7 O 0.319 -4.521 -1.417
8 O 0.954 -2.561 0.397
9 O -1.025 -2.214 -1.181
10 O -1.237 -4.070 0.805
11 O 2.769 0.863 2.261
12 N 3.972 3.404 1.417
13 N 4.233 4.902 -0.168
14 N 1.766 -0.168 -0.982
15 N 0.679 0.415 1.476
16 N -1.642 -1.033 2.073
17 C -0.969 -1.208 4.336
18 C 3.950 0.303 -0.189
19 C -4.380 0.853 -0.506
20 C -1.888 -2.218 4.541
21 C -0.863 -0.637 3.075
22 C -2.595 0.583 -3.208
23 C -0.933 2.589 -2.054
24 C 3.881 5.955 -1.084
25 C 0.118 0.482 2.806
26 C 2.580 0.215 -0.005
27 C 5.403 3.666 1.405
28 C -3.293 -0.650 -2.645
29 C -2.545 -2.000 2.270
30 C 3.353 4.049 0.402
31 C -1.971 3.031 -1.023
32 C 2.262 -0.490 -2.170
33 C 5.470 4.961 0.596
34 C 1.996 0.523 1.356
35 C 4.473 -0.016 -1.430
36 C -2.696 -2.625 3.490
37 C -3.738 1.591 0.665
38 C 3.618 -0.423 -2.440
39 H -2.508 0.464 -4.288
40 H 2.926 5.711 -1.542
41 H 5.949 2.856 0.910
42 H 6.336 5.012 -0.064
43 H -1.964 -2.696 5.509
44 H 3.791 6.915 -0.565
45 H 3.988 -0.701 -3.417
46 H -3.116 -2.303 1.403
47 H 1.551 -0.832 -2.912
48 H -1.039 3.210 -2.945
49 H 0.927 0.444 3.535
50 H 5.474 5.846 1.243
51 H 4.570 0.595 0.646
52 H -3.741 0.953 1.552
53 H 5.540 0.037 -1.603
54 H -2.975 3.020 -1.445
55 H 4.646 6.043 -1.856
56 H -2.705 -1.549 -2.836
57 H 0.077 2.745 -1.670
58 H -0.311 -0.876 5.129
59 H 3.614 2.496 1.717
60 H -4.258 -0.760 -3.141
61 H -3.174 1.489 -3.033
62 H -4.317 2.484 0.905
63 H -0.404 1.437 2.948
64 H -4.399 1.471 -1.402
65 H -3.403 -3.435 3.599
66 H -1.746 4.064 -0.755
67 H -5.419 0.645 -0.248
68 H 5.795 3.782 2.414

Atom charges from the Löwdin analysis, given in e for atoms 1 to 4: Tl 0.767; Se 0.796; S 0.904; S 0.886

# C20H10BrCl5N2O2S3SbV

A structure of composition C20H10BrCl5N2O2S3SbV at a distorted geometry (ωB97M-V with the def2-TZVPD basis set, the OMol25 dataset).

## Properties
Spin multiplicity ... 2
HOMO (spin up / spin down) ... -4.83 / -4.89 eV
Net charge ... -1
Orbital gap (spin up / spin down) ... 0.2329 / 0.2643 Ha

Element x y z (Å)
1 Sb -2.106 2.217 -2.005
2 Br -0.732 -2.198 2.254
3 V 0.045 0.330 -0.260
4 Cl 0.368 -4.560 -3.394
5 Cl -0.793 -2.893 -1.083
6 Cl 4.420 -1.062 -3.909
7 Cl 2.976 -3.658 -4.825
8 Cl 3.252 0.681 -1.687
9 S -3.066 3.697 -0.607
10 S -2.138 -0.015 -1.023
11 S 0.371 2.163 -1.349
12 O 1.537 2.484 1.855
13 O 2.479 -1.872 0.779
14 N 1.661 0.313 1.008
15 N -0.981 0.448 1.621
16 C 1.084 -0.992 -1.620
17 C 3.455 1.097 2.296
18 C -1.292 1.731 1.811
19 C -2.307 1.236 3.890
20 C 5.511 1.292 3.436
21 C 2.905 -1.490 -3.185
22 C 2.311 -0.699 -2.204
23 C 4.326 1.888 3.019
24 C 2.279 -2.665 -3.594
25 C -1.977 -0.096 3.700
26 C 0.553 -2.223 -1.978
27 C 5.793 -0.045 3.134
28 C 2.116 1.427 1.714
29 C -1.950 2.189 2.947
30 C -1.291 -0.432 2.549
31 C 1.101 -3.049 -2.959
32 C -2.249 3.650 3.089
33 C 3.728 -0.211 1.998
34 C 2.575 -0.742 1.199
35 C 4.898 -0.821 2.406
36 H -2.852 3.991 2.247
37 H -2.774 3.848 4.023
38 H 4.088 2.918 3.241
39 H 6.232 1.869 4.001
40 H -2.232 -0.860 4.419
41 H 6.725 -0.475 3.473
42 H -1.016 2.430 1.032
43 H -2.844 1.534 4.783
44 H -1.326 4.230 3.080
45 H 5.106 -1.855 2.164

Atom charges from the natural (NBO) analysis, given in e for atoms 1 to 4: Sb 0.982; Br 0.143; V 0.851; Cl 0.026

# CH2N2O3Si

A cluster of 2 separate species, CH2N2O3Si in total at a distorted geometry (ωB97M-V with the def2-TZVPD basis set, the OMol25 dataset).

## Properties
HOMO (spin up / spin down) ... -10.64 / -10.64 eV
Net charge ... 0
Orbital gap (spin up / spin down) ... 0.3458 / 0.3459 Ha

Element x y z (Å)
1 Si -0.069 0.284 -0.299
2 O -0.156 -0.384 -1.727
3 O -0.552 -0.822 2.049
4 O -1.611 -1.691 0.408
5 N 2.628 0.648 0.833
6 N -0.807 -0.912 0.864
7 C 1.557 0.735 0.532
8 H -1.019 2.326 0.025
9 H 0.029 -0.183 -2.685

Atom charges from the natural (NBO) analysis, given in e for atoms 1 to 4: Si 1.673; O -1.124; O -0.350; O -0.351

# C15H35ClP

A cluster of 3 separate species, C15H35ClP in total (ωB97M-V with the def2-TZVPD basis set, the OMol25 dataset).

## Properties
HOMO ... -2.49 eV
Net charge ... -1
Orbital gap ... 0.1986 Ha

Element x y z (Å)
1 Cl 2.722 -0.712 -3.478
2 P 1.997 2.085 -3.827
3 C -0.088 0.484 2.403
4 C -1.785 3.736 2.059
5 C 0.145 -4.931 0.908
6 C -0.330 -2.656 -0.201
7 C -3.288 3.928 1.872
8 C -0.831 -5.726 0.045
9 C -1.116 2.994 0.903
10 C 0.958 -2.623 -1.021
11 C 3.483 2.742 -2.912
12 C -0.258 -3.469 1.093
13 C 0.738 3.172 -3.027
14 C 2.139 -2.003 -0.283
15 C -1.622 1.571 0.675
16 C 1.500 0.581 -3.030
17 C -1.517 0.664 1.900
18 H 0.446 -2.995 1.782
19 H 1.600 0.702 -1.949
20 H -1.600 3.210 3.000
21 H 0.351 2.696 -2.127
22 H 0.550 0.080 1.619
23 H -0.526 -6.771 -0.029
24 H 3.852 3.650 -3.385
25 H -0.055 -0.205 3.250
26 H 1.159 4.137 -2.760
27 H 1.223 -3.633 -1.352
28 H 3.008 -1.945 -0.935
29 H 4.277 2.001 -2.965
30 H -1.256 3.566 -0.019
31 H -1.837 -5.700 0.471
32 H 0.215 -5.402 1.893
33 H -2.140 1.055 2.712
34 H -0.885 -5.326 -0.968
35 H -1.142 -3.037 -0.828
36 H -1.054 1.132 -0.152
37 H -1.311 4.717 2.161
38 H -1.933 -0.313 1.643
39 H 0.345 1.430 2.732
40 H -1.236 -3.432 1.588
41 H -3.717 4.498 2.698
42 H -0.037 2.970 1.076
43 H -3.811 2.972 1.824
44 H -3.496 4.470 0.947
45 H -2.664 1.597 0.343
46 H -0.090 3.283 -3.718
47 H -0.608 -1.630 0.053
48 H 1.145 -4.986 0.472
49 H 0.778 -2.042 -1.927
50 H 1.901 -0.985 0.027
51 H 3.283 2.971 -1.866
52 H 2.419 -2.573 0.609

Atom charges from the natural (NBO) analysis, given in e for atoms 1 to 4: Cl -0.232; P 0.753; C -0.614; C -0.397